Record 1
{
  "formula": "C19H24BrN3O2",
  "method": "wB97M-V/def2-TZVPD",
  "total_energy_ha": -3627.12462,
  "species": ["O", "O", "Br", "C", "C", "C", "C", "C", "C", "C", "C", "N", "N", "N", "C", "C", "C", "C", "C", "C", "C", "C", "C", "C", "C", "H", "H", "H", "H", "H", "H", "H", "H", "H", "H", "H", "H", "H", "H", "H", "H", "H", "H", "H", "H", "H", "H", "H", "H"],
  "coordinates": [[-2.858821, -2.824985, 1.116262], [-0.316561, 0.425621, 3.252109], [3.380110, -4.282442, 4.120173], [-1.909502, -2.087986, 1.509566], [-0.758815, -0.302423, 2.372638], [4.082955, -2.273293, 2.102063], [3.902239, -1.205604, 1.257558], [1.693911, -2.445122, 2.558015], [2.993469, -2.956118, 2.829146], [2.520201, -0.720306, 1.158601], [1.505608, -1.342754, 1.716541], [-1.909393, -1.031066, 2.404485], [-0.707614, -2.002479, 0.836667], [-0.516885, 2.068956, -2.834370], [-3.088809, -0.638393, 3.200323], [-0.010808, 1.666874, -4.234437], [-0.939763, 3.515687, -2.812274], [2.016350, 0.330477, 0.188671], [0.149377, -0.857989, 1.207665], [-1.113287, -0.315255, -1.963179], [-1.518502, 1.580108, -0.639066], [0.334140, -0.503236, -1.344937], [-0.224940, 1.614851, 0.101525], [-1.481248, 1.140626, -2.092429], [0.460525, 0.103800, 0.059807], [5.080589, -2.623745, 2.298583], [4.752901, -0.820431, 0.791184], [0.931318, -2.926638, 3.123340], [-0.647825, -2.436062, -0.026041], [-3.010110, 0.395692, 3.371440], [-3.129372, -1.217952, 4.172611], [-3.999166, -0.844888, 2.699564], [0.319939, 0.570485, -4.248543], [0.796391, 2.214740, -4.580380], [-0.747575, 1.853019, -5.027220], [-1.881511, 3.828756, -3.079756], [-0.794897, 3.908731, -1.805215], [-0.304869, 4.153821, -3.471548], [2.308089, 1.347200, 0.610396], [2.641753, 0.260129, -0.650129], [-1.120022, -0.678112, -3.067751], [-1.870361, -0.924287, -1.385435], [-1.964570, 2.586041, -0.467773], [-2.236218, 0.900157, -0.115695], [0.579994, -1.572614, -1.427037], [1.061573, -0.134709, -2.045008], [-0.392171, 1.940085, 1.148427], [0.395780, 2.302757, -0.387846], [-2.453599, 1.260275, -2.501288]],
  "forces_ev_per_a": [[2.527, 2.047, 2.181], [-1.344, -0.181, -1.279], [-0.208, 0.248, -0.415], [-1.638, -0.865, -3.719], [2.901, -0.164, 1.224], [-0.922, -1.307, 1.412], [-3.653, -0.716, 1.791], [2.214, -1.396, 1.409], [-0.184, 3.191, -2.332], [3.534, 1.085, -2.563], [-1.938, -1.764, 1.354], [-1.881, 0.095, 0.713], [-0.158, 0.808, 2.208], [0.271, -0.079, -1.461], [1.146, -1.988, 1.326], [-2.383, -2.205, 1.810], [3.313, -0.753, 0.678], [0.615, 1.239, 3.018], [-1.653, -1.030, 0.837], [1.230, -1.432, -2.572], [-2.217, 1.264, 1.294], [-2.323, -0.776, -0.838], [-0.168, -3.378, 0.857], [1.451, 1.618, 0.850], [2.186, 2.840, -1.038], [0.293, -0.199, -0.082], [0.859, 0.943, -0.861], [-0.986, -0.126, 0.006], [0.168, -1.013, -1.671], [0.138, 1.260, 0.474], [0.217, 0.822, -0.985], [-0.631, -0.339, -0.890], [-0.687, 1.505, 0.096], [1.917, 1.407, 0.184], [-0.397, -0.465, 0.179], [-2.891, -0.238, -0.847], [0.131, -0.033, 0.074], [0.073, -0.873, 0.427], [-0.727, -0.953, -0.318], [0.178, -0.113, -1.847], [0.156, -0.166, 1.874], [0.608, 0.961, -0.711], [0.004, -0.464, -0.508], [0.393, 0.342, -0.320], [-0.147, -0.020, 0.689], [0.182, 0.968, -0.070], [0.290, -0.295, -0.540], [1.294, 0.779, -0.576], [-1.155, -0.090, -0.526]],
  "mulliken_charge": [-0.71, -0.62, -0.18, 0.19, -0.36, -0.14, -1.51, -0.01, -0.91, 0.89, -0.83, 0.23, -0.07, 0.22, -1.10, -1.09, -1.15, -1.54, 2.05, -0.90, -1.08, -1.67, -1.52, -0.18, 1.82, 0.40, 0.52, 0.57, 0.25, 0.38, 0.32, 0.39, 0.29, 0.37, 0.38, 0.42, 0.32, 0.32, 0.44, 0.40, 0.33, 0.39, 0.51, 0.40, 0.23, 0.78, 0.34, 0.82, 0.60]
}

=====

Record 2
{
  "formula": "C4H9NOSi",
  "method": "wB97M-V/def2-TZVPD",
  "total_energy_ha": -577.31270,
  "species": ["C", "C", "C", "C", "N", "O", "Si", "H", "H", "H", "H", "H", "H", "H", "H", "H"],
  "coordinates": [[2.393908, -0.371808, 0.087555], [-0.787703, 2.228695, 0.306165], [0.096731, -0.784004, -1.526831], [-0.548238, -1.376609, 1.217390], [3.446484, -0.636173, -0.307979], [0.316538, 1.383312, 0.487878], [0.540644, -0.198539, 0.188004], [-1.400000, 1.799263, -0.510493], [-0.321309, 3.137872, 0.009421], [-1.164147, 2.560679, 1.303354], [-0.191840, 0.012788, -2.233501], [0.686175, -1.516739, -2.048890], [-0.865881, -1.275398, -1.386807], [-1.338303, -1.999540, 0.771973], [0.189074, -2.183299, 1.664787], [-1.052134, -0.780497, 1.977978]],
  "forces_ev_per_a": [[0.392, -0.435, 0.221], [0.589, 0.211, 0.388], [-1.542, 0.774, -0.567], [1.940, -1.208, 1.203], [-0.410, 0.250, 0.395], [0.855, -0.970, 0.596], [-0.961, -0.896, -1.202], [-0.519, 0.674, 0.933], [-0.017, 0.973, -1.019], [-0.782, -1.060, -0.792], [0.607, -0.027, 0.102], [0.709, -0.062, -0.003], [-0.154, -0.198, 0.056], [0.474, 0.572, -0.579], [-1.481, 1.664, -0.270], [0.300, -0.261, 0.538]],
  "mulliken_charge": [0.27, -0.63, -1.12, -1.07, -0.45, -0.28, 0.50, 0.32, 0.25, 0.24, 0.34, 0.39, 0.31, 0.34, 0.29, 0.31]
}

=====

Record 3
{
  "formula": "C9H10",
  "method": "wB97M-V/def2-TZVPD",
  "total_energy_ha": -348.72399,
  "species": ["C", "C", "C", "C", "C", "C", "C", "C", "C", "H", "H", "H", "H", "H", "H", "H", "H", "H", "H"],
  "coordinates": [[-3.256912, -0.100195, -0.075578], [-2.011252, 0.129448, -0.034585], [-4.565457, -0.202398, -0.176839], [0.263008, 1.480835, 0.109147], [0.508083, -0.766573, 0.148900], [1.791359, 1.225939, -0.157997], [-0.728168, 0.140524, 0.175151], [1.818887, -0.124135, -0.060955], [3.093361, -0.916331, -0.139412], [-5.099967, -1.201997, -0.206729], [-5.242997, 0.515484, 0.054030], [0.397734, 1.868599, 1.050038], [-0.228048, 2.329994, -0.552434], [0.498855, -1.380312, 1.008849], [0.224990, -1.584022, -0.504667], [2.523321, 1.863681, -0.268183], [3.878771, -0.408540, -0.521684], [2.869021, -1.755529, -0.800691], [3.265412, -1.114475, 0.953648]],
  "forces_ev_per_a": [[-1.005, 0.331, -0.380], [0.540, -0.895, 0.488], [1.043, -3.764, 0.239], [-1.950, 2.836, -2.698], [-2.457, -2.499, -0.408], [-7.205, -6.676, 0.388], [5.493, 3.455, -1.098], [1.722, 2.410, -1.311], [-3.459, -1.618, 2.304], [1.125, 0.961, -0.159], [-1.529, 2.707, 0.199], [-0.892, 1.268, 2.688], [0.967, -1.660, 1.291], [0.253, -0.432, 1.802], [0.617, -0.245, -1.087], [3.478, 3.347, -0.562], [2.365, 1.906, -1.141], [0.468, -0.560, 0.598], [0.425, -0.871, -1.152]],
  "mulliken_charge": [-0.16, 0.68, -1.21, -0.68, -0.81, -0.89, 0.15, 0.63, -1.33, 0.20, 0.31, 0.31, 0.34, 0.42, 0.42, 0.63, 0.40, 0.30, 0.28]
}